C4H6MgO7Rb as an isolated structure at a distorted geometry. Source: OMol25; level of theory: ωB97M-V/def2-TZVPD.

Charge: -1
Orbital gap (alpha / beta) in Eh: 0.2403 / 0.0390

Geometry (Å):
O (2.5313, -1.8934, 2.9028)
C (2.1193, -0.8522, 2.3326)
O (2.7246, 0.2464, 2.3870)
O (0.9992, -0.9812, 1.6025)
O (-0.7855, 0.5270, -1.1112)
C (-0.4368, -0.4939, -0.2225)
C (0.7100, 0.0158, 0.6294)
Rb (6.1783, -1.0486, 5.5887)
H (-0.1398, -1.4093, -0.7584)
H (-1.3135, -0.7109, 0.4110)
H (0.4282, 0.9525, 1.1301)
H (1.5909, 0.2071, 0.0011)
C (-2.0840, 0.9834, -1.9304)
O (-1.9512, 0.4814, -3.1184)
O (-2.1773, 2.3666, -1.8413)
H (-1.5823, 2.7336, -2.5032)
Mg (-1.4531, -1.3015, -3.8380)
O (-3.0298, 0.3694, -1.1474)
H (-2.3284, -0.1923, -0.5144)

C5H10N4 as an isolated structure at a distorted geometry. Source: OMol25; level of theory: ωB97M-V/def2-TZVPD.

Charge: 0
ΔE to the lowest compared entry with this formula, charge and spin in eV: 5.336
Orbital gap in Eh: 0.3037

Geometry (Å):
C (1.0453, -0.7293, 2.2695)
C (-0.2140, -1.1925, 1.4103)
C (1.0487, -0.7770, -1.8943)
C (0.0496, 0.3993, -1.9653)
C (-0.3847, 0.3745, -0.4393)
H (0.9041, 0.3141, 2.5857)
H (2.0708, -0.7799, 1.9693)
H (1.1513, -1.2923, 3.2658)
H (-0.6433, -2.3827, 1.4617)
H (-1.1439, -0.6161, 1.7326)
H (1.7109, -1.2929, -2.6909)
H (0.6373, 1.2267, -2.2437)
H (-0.7328, 0.1341, -2.6871)
H (-2.3067, 2.8403, -0.0697)
H (-1.3489, 2.4006, -1.6808)
N (0.0410, -0.8380, 0.0234)
N (0.9340, -1.3040, -0.7880)
N (-1.2702, 1.1515, 0.1254)
N (-1.5487, 2.3637, -0.3847)

C27H18HfN7S5Sb as an isolated structure at a distorted geometry. Source: OMol25; level of theory: ωB97M-V/def2-TZVPD.

Charge: 0
Orbital gap in Eh: 0.1291

Geometry (Å):
Hf (1.5417, -0.6323, 0.2718)
C (-1.3670, -2.3397, 3.3074)
C (-0.2241, -2.2111, 2.5193)
N (-0.2750, -1.5127, 1.3919)
C (-1.4524, -1.0015, 1.0034)
C (-2.5614, -1.1167, 1.8188)
N (-2.5147, -1.7693, 2.9807)
C (-1.4746, -0.3227, -0.3289)
C (-2.6408, 0.0958, -0.9407)
C (-2.5867, 0.7508, -2.1680)
C (-1.3268, 0.9768, -2.7123)
C (-0.1946, 0.5112, -2.0680)
N (-0.2854, -0.1704, -0.9200)
C (1.1818, 0.7429, -2.5745)
C (1.4530, 1.2167, -3.8444)
N (2.6993, 1.3804, -4.2852)
C (3.6736, 1.0819, -3.4444)
C (3.4259, 0.6223, -2.1520)
N (2.1815, 0.4469, -1.7287)
C (-3.8269, 1.2117, -2.8625)
C (-3.7796, 1.8014, -4.1208)
C (-4.9580, 2.2081, -4.7272)
N (-6.1591, 2.0656, -4.1753)
C (-6.2043, 1.5004, -2.9732)
C (-5.0824, 1.0647, -2.2843)
H (-1.3293, -2.9076, 4.2281)
H (0.7154, -2.6923, 2.7746)
H (-3.5080, -0.6657, 1.5533)
H (-3.5854, -0.0998, -0.4607)
H (-1.2140, 1.5348, -3.6270)
H (0.6595, 1.4574, -4.5386)
H (4.6918, 1.1953, -3.7935)
H (4.2255, 0.3842, -1.4684)
H (-2.8524, 1.9497, -4.6543)
H (-4.9301, 2.6701, -5.7072)
H (-7.1873, 1.3875, -2.5309)
H (-5.2210, 0.6238, -1.3082)
S (6.1754, -4.3979, 1.0004)
Sb (4.1042, -4.9290, 0.3130)
S (3.5548, -2.0443, -0.3537)
S (1.6570, -2.8064, -0.8855)
S (2.6496, -4.8871, 2.1165)
S (0.5904, 2.5784, 3.4339)
C (0.0474, 3.3185, 1.9937)
C (0.4166, 2.6046, 0.8942)
C (1.1729, 1.4219, 1.1814)
C (1.3206, 1.2965, 2.5498)
C (2.0476, 0.1914, 3.2127)
C (2.2513, 0.1054, 4.5721)
C (2.9610, -0.9853, 5.0780)
C (3.4381, -1.9474, 4.2165)
C (3.2003, -1.8031, 2.8547)
N (2.5139, -0.7616, 2.3662)
H (-0.5159, 4.2379, 2.0382)
H (0.1601, 2.9293, -0.1083)
H (1.8689, 0.8746, 5.2294)
H (3.1379, -1.0648, 6.1432)
H (3.9856, -2.8193, 4.5454)
H (3.5547, -2.5504, 2.1579)

A 2-piece molecular cluster, C5H6N overall at a distorted geometry. Source: OMol25; level of theory: ωB97M-V/def2-TZVPD.

Charge: +1
ΔE to the lowest compared entry with this formula, charge and spin in eV: 10.232
Orbital gap (alpha / beta) in Eh: 0.3123 / 0.3260

Geometry (Å):
C (-2.5773, 0.6060, -0.3690)
C (-3.3056, 0.5234, 0.5265)
C (0.5683, -0.0032, 0.6912)
C (0.0502, -1.1471, -0.0456)
C (1.3772, 0.8728, -0.3196)
N (-0.5977, -1.9311, -0.5228)
H (1.1679, -0.2016, 1.6425)
H (-0.4080, 0.6052, 0.8789)
H (0.9171, 1.0281, -1.3195)
H (2.4215, 0.4495, -0.5398)
H (1.5962, 1.8775, 0.1576)
H (-1.2097, -2.6795, -0.7804)

One molecule with the formula C5H6O. Source: OMol25; level of theory: ωB97M-V/def2-TZVPD.

Charge: 0
ΔE to the lowest compared entry with this formula, charge and spin in eV: 2.834
Orbital gap in Eh: 0.4001

Geometry (Å):
C (-1.5614, 0.8566, -0.0672)
C (-0.9125, -0.4551, 0.2773)
O (-0.4230, -1.2524, -0.7886)
C (0.5087, -0.8417, 0.2050)
C (1.6852, -0.0818, -0.1786)
C (2.8115, 0.3061, -0.3642)
H (-1.0336, 1.3894, -0.8613)
H (-1.6401, 1.4975, 0.8175)
H (-2.5811, 0.6470, -0.4115)
H (-1.4725, -1.0320, 1.0191)
H (0.7976, -1.6477, 0.8805)
H (3.8212, 0.6141, -0.5280)

C42H36CrN4P2S as an isolated structure. Source: OMol25; level of theory: ωB97M-V/def2-TZVPD.

Charge: +2
Spin multiplicity: 5
ΔE to the lowest compared entry with this formula, charge and spin in eV: 0.699
Orbital gap (alpha / beta) in Eh: 0.2608 / 0.2697

Geometry (Å):
Cr (0.1069, -0.1415, 0.4795)
C (-1.2876, -2.9744, 1.4558)
N (-0.4833, -3.8849, 0.6749)
C (0.9441, -3.7077, 0.7676)
P (1.5228, -2.1429, -0.0388)
C (3.3091, -2.0620, 0.2014)
C (3.8118, -1.7659, 1.4669)
C (5.1787, -1.7138, 1.6784)
C (6.0540, -1.9406, 0.6254)
C (5.5603, -2.2165, -0.6406)
C (4.1922, -2.2792, -0.8569)
C (1.2261, -2.3774, -1.8040)
C (1.4348, -3.6043, -2.4379)
C (1.1685, -3.7478, -3.7886)
C (0.6988, -2.6665, -4.5262)
C (0.5090, -1.4394, -3.9119)
C (0.7698, -1.2983, -2.5550)
C (-0.9565, -5.2305, 0.5237)
C (-0.7367, -5.8760, -0.6885)
C (-1.1576, -7.1830, -0.8710)
C (-1.8234, -7.8510, 0.1470)
C (-2.0518, -7.2066, 1.3522)
C (-1.6128, -5.9058, 1.5480)
P (-1.8532, -1.5902, 0.3659)
C (-2.9550, -2.3530, -0.8146)
C (-4.3121, -2.5288, -0.5438)
C (-5.1018, -3.2218, -1.4461)
C (-4.5401, -3.7431, -2.6043)
C (-3.1892, -3.5679, -2.8728)
C (-2.3929, -2.8678, -1.9829)
C (-2.7583, -0.4427, 1.4387)
C (-3.4472, 0.6143, 0.8377)
C (-4.0171, 1.6111, 1.6085)
C (-3.8956, 1.5769, 2.9925)
C (-3.2139, 0.5336, 3.5998)
C (-2.6495, -0.4766, 2.8304)
H (-0.7351, -2.5726, 2.3154)
H (-2.1704, -3.4780, 1.8501)
H (1.4435, -4.5466, 0.2813)
H (1.3167, -3.6901, 1.8071)
H (3.1454, -1.5665, 2.2938)
H (5.5620, -1.4901, 2.6652)
H (7.1220, -1.8965, 0.7911)
H (6.2399, -2.3851, -1.4651)
H (3.8199, -2.4900, -1.8501)
H (1.8214, -4.4529, -1.8861)
H (1.3359, -4.7024, -4.2696)
H (0.4905, -2.7815, -5.5814)
H (0.1598, -0.5909, -4.4853)
H (0.6259, -0.3252, -2.0926)
H (-0.2622, -5.3383, -1.4998)
H (-0.9811, -7.6748, -1.8187)
H (-2.1615, -8.8678, 0.0016)
H (-2.5626, -7.7217, 2.1548)
H (-1.7705, -5.4399, 2.5134)
H (-4.7498, -2.1279, 0.3627)
H (-6.1556, -3.3589, -1.2452)
H (-5.1617, -4.2868, -3.3032)
H (-2.7580, -3.9750, -3.7778)
H (-1.3382, -2.7260, -2.1914)
H (-3.5519, 0.6494, -0.2422)
H (-4.5696, 2.4110, 1.1323)
H (-4.3501, 2.3540, 3.5930)
H (-3.1327, 0.4876, 4.6781)
H (-2.1377, -1.2831, 3.3402)
N (0.5415, 2.5110, 3.6325)
C (0.9457, 1.4588, 4.4395)
C (1.2180, 1.3805, 5.8004)
C (1.5454, 0.1321, 6.2896)
C (1.5888, -0.9989, 5.4605)
C (1.3256, -0.9134, 4.1094)
C (1.0174, 0.3461, 3.5957)
N (0.6799, 0.7386, 2.3090)
C (0.3785, 2.0235, 2.3853)
C (-0.1627, 2.7255, 1.2380)
C (-0.4477, 4.0452, 1.0694)
S (-1.1277, 4.2988, -0.4762)
C (-0.9859, 2.6408, -0.8140)
N (-0.4721, 1.9274, 0.1544)
H (0.3502, 3.4524, 3.9338)
H (1.1725, 2.2449, 6.4485)
H (1.7657, 0.0166, 7.3419)
H (1.8311, -1.9573, 5.8994)
H (1.3439, -1.7922, 3.4789)
H (-0.2954, 4.8694, 1.7472)
H (-1.3044, 2.2141, -1.7538)

Copy entry 4 word for word.
A 2-piece molecular cluster, C5H6N overall at a distorted geometry. Source: OMol25; level of theory: ωB97M-V/def2-TZVPD.

Charge: +1
ΔE to the lowest compared entry with this formula, charge and spin in eV: 10.232
Orbital gap (alpha / beta) in Eh: 0.3123 / 0.3260

Geometry (Å):
C (-2.5773, 0.6060, -0.3690)
C (-3.3056, 0.5234, 0.5265)
C (0.5683, -0.0032, 0.6912)
C (0.0502, -1.1471, -0.0456)
C (1.3772, 0.8728, -0.3196)
N (-0.5977, -1.9311, -0.5228)
H (1.1679, -0.2016, 1.6425)
H (-0.4080, 0.6052, 0.8789)
H (0.9171, 1.0281, -1.3195)
H (2.4215, 0.4495, -0.5398)
H (1.5962, 1.8775, 0.1576)
H (-1.2097, -2.6795, -0.7804)

- Look up the charge of the first one.
  -1

- The lowest charge belongs to which entry?
  C4H6MgO7Rb

- Which of these has the highest charge?
  C42H36CrN4P2S